1.
Computed, not measured: a gas-phase ion, C6H14NO (charge +1) at a distorted geometry, with the ωB97M-V functional and the def2-TZVPD basis.

## Properties
E_HOMO: -12.85 eV
Total charge: +1
SMILES: C/C=C/C[C@H]([NH3+])CO
HOMO-LUMO gap: 9.46 eV
M: 116.18 g mol⁻¹
ΔE to the lowest compared entry with this formula, charge and spin: 0.819 eV

Each line ends with the Löwdin charge.
Element x y z (Å)
1 O 0.54795 -2.03728 2.11900  -0.03
2 N 0.51168 0.65783 2.43022  0.25
3 C 0.82218 -1.24662 0.98791  -0.23
4 C 0.06212 0.01674 1.14993  -0.31
5 C -0.68120 0.58906 -1.17182  -0.12
6 C -0.38777 0.85760 -2.43733  -0.14
7 C -1.31474 0.56732 -3.59071  -0.08
8 C 0.26490 0.94038 -0.03714  -0.15
9 H 1.89418 -1.04921 0.93985  0.14
10 H 0.41329 1.67194 2.33196  0.17
11 H 1.51292 0.51150 2.60568  0.18
12 H 0.07075 1.98669 0.22650  0.12
13 H -2.01817 -0.21889 -3.30482  0.08
14 H 0.41838 -2.96981 1.95617  0.11
15 H -0.75803 0.23866 -4.46968  0.08
16 H 0.54914 -1.72093 0.04086  0.15
17 H -1.68721 0.30579 -0.88084  0.12
18 H -0.96966 -0.30793 1.24824  0.16
19 H -1.89649 1.42123 -3.89219  0.07
20 H 1.30449 0.93430 -0.36987  0.13
21 H 0.61625 1.15853 -2.73432  0.11
22 H 0.04065 0.36147 3.28354  0.18

=====

2.
Computed, not measured: 2 unconnected molecules or ions with the total composition C6H14NO at a distorted geometry, with the ωB97M-V functional and the def2-TZVPD basis.

## Properties
E_HOMO: -14.19 eV
Total charge: +1
HOMO-LUMO gap: 11.15 eV
M: 116.18 g mol⁻¹
ΔE to the lowest compared entry with this formula, charge and spin: 1.085 eV

Each line ends with the Löwdin charge.
Element x y z (Å)
1 O -0.46403 -1.47520 -1.67010  0.02
2 N 1.07992 0.74126 -1.12800  0.19
3 C -1.10569 -2.11879 1.71324  -0.07
4 C -0.47384 2.55680 -1.42199  0.09
5 C -0.07616 -2.15110 0.59861  -0.22
6 C 0.78425 2.38588 0.82780  -0.04
7 C 0.44105 2.03090 -0.62187  -0.34
8 C -0.62531 -2.28833 -0.76488  -0.21
9 H -0.59431 2.10095 -2.45181  0.10
10 H 0.45317 1.50970 1.46986  0.10
11 H 0.18132 3.28382 1.13410  0.11
12 H 1.87112 0.46684 -0.53803  0.16
13 H 1.46539 0.83752 -2.07087  0.17
14 H -0.57090 -2.13711 2.64104  0.08
15 H -1.14193 -3.29414 -1.01233  0.17
16 H 0.57720 -1.26917 0.63657  0.10
17 H -1.86619 -2.94152 1.67591  0.11
18 H 0.38611 -0.07579 -1.18347  0.10
19 H 0.54364 -3.02378 0.67779  0.12
20 H -1.09771 3.46703 -1.17273  0.11
21 H 1.85445 2.61277 0.97341  0.09
22 H -1.62156 -1.21852 1.68775  0.05

=====

3.
Computed, not measured: 2 unconnected molecules or ions with the total composition C6H14NO at a distorted geometry, with the ωB97M-V functional and the def2-TZVPD basis.

## Properties
E_HOMO: -12.70 eV
Total charge: +1
HOMO-LUMO gap: 9.18 eV
M: 116.18 g mol⁻¹
ΔE to the lowest compared entry with this formula, charge and spin: 2.344 eV

Each line ends with the Löwdin charge.
Element x y z (Å)
1 O 2.23430 -0.66989 0.07198  0.00
2 N -0.24870 -2.29138 0.48177  0.18
3 C -0.51432 -0.89315 0.90812  -0.10
4 C -1.03332 0.06014 0.08361  -0.26
5 C 1.90820 1.68555 -0.02373  0.02
6 C -1.34896 1.49364 0.56718  -0.05
7 C 2.07494 0.49017 -0.59958  -0.29
8 C -1.50206 -0.22966 -1.37531  0.00
9 H 0.53025 -2.78270 1.04757  0.21
10 H -2.42995 1.51231 0.88423  0.11
11 H 1.75870 2.62151 -0.62806  0.09
12 H 2.61518 -0.42260 0.85432  0.06
13 H -1.24575 2.32701 -0.11552  0.08
14 H 2.19178 0.34497 -1.67825  0.12
15 H -0.67643 -0.48485 -1.97827  0.07
16 H -0.05767 -2.30977 -0.52625  0.16
17 H -0.15870 -0.78158 2.01500  0.17
18 H -1.78146 0.71918 -1.78613  0.08
19 H 1.77138 1.69805 1.08359  0.08
20 H -2.21952 -0.95010 -1.44685  0.06
21 H -1.08496 -2.84155 0.66363  0.16
22 H -0.78295 1.70472 1.49695  0.08

=====

4.
Computed, not measured: 2 unconnected molecules or ions with the total composition C6H14NO at a distorted geometry, with the ωB97M-V functional and the def2-TZVPD basis.

## Properties
E_HOMO: -13.76 eV
Total charge: +1
HOMO-LUMO gap: 9.25 eV
M: 116.18 g mol⁻¹
ΔE to the lowest compared entry with this formula, charge and spin: 2.186 eV

Each line ends with the Löwdin charge.
Element x y z (Å)
1 O -2.21727 1.92255 0.75774  -0.05
2 N 0.11930 0.75015 2.11615  0.00
3 C 0.73241 -1.55984 -1.64218  -0.22
4 C 1.13335 0.43833 1.18408  -0.05
5 C -0.08546 0.58277 3.34030  0.14
6 C 1.55273 -0.21276 -1.26194  -0.12
7 C -0.48278 -1.29389 -2.45753  -0.14
8 C 0.74770 0.22392 -0.08882  -0.06
9 H -0.77249 -2.15669 -3.07065  0.08
10 H -1.45383 -0.99185 -2.04120  0.08
11 H -2.98542 1.31925 0.63259  0.09
12 H -1.07286 0.85060 3.77412  0.13
13 H -0.28819 0.32574 -0.42076  0.12
14 H 1.31034 -2.40243 -1.99268  0.11
15 H 2.11838 0.40439 1.61312  0.13
16 H -2.37727 2.68821 1.32299  0.07
17 H -0.60199 1.28482 1.55880  0.13
18 H 0.39389 -1.97798 -0.70443  0.10
19 H 1.30304 0.45936 -2.04816  0.10
20 H 2.66084 -0.22761 -1.26002  0.13
21 H 0.72026 0.22231 4.03753  0.14
22 H -0.45467 -0.64934 -3.34905  0.09

=====

5.
Computed, not measured: a gas-phase ion, C6H14NO3 (charge -1) at a distorted geometry, with the ωB97M-V functional and the def2-TZVPD basis.

## Properties
E_HOMO: -3.39 eV
Total charge: -1
SMILES: CC[C@]([O-])(NO)C(C)(C)O
HOMO-LUMO gap: 7.20 eV
M: 148.18 g mol⁻¹
ΔE to the lowest compared entry with this formula, charge and spin: 2.096 eV

Each line ends with the Löwdin charge.
Element x y z (Å)
1 O 1.13569 -1.07874 0.91254  -0.26
2 O 1.64568 1.13844 1.88137  -0.11
3 O -0.71096 0.91858 -1.50938  -0.04
4 N 0.72125 1.31691 0.82366  -0.07
5 C -1.10641 -0.27817 0.93154  -0.19
6 C -1.46516 0.21612 2.39922  -0.10
7 C 1.49612 0.20772 -1.91383  -0.04
8 C -0.47234 -1.38861 -1.66176  -0.03
9 C 0.31172 -0.04327 0.39894  -0.60
10 C 0.14395 -0.07883 -1.17707  -0.61
11 H -2.53512 -0.01531 2.60671  0.06
12 H -0.50890 1.53958 -0.79136  0.08
13 H -0.73841 -0.18525 3.11667  0.07
14 H -0.11422 -2.09714 -0.93349  0.07
15 H 1.11435 1.95803 0.10511  0.11
16 H -0.20892 -1.42075 -2.72356  0.08
17 H 1.94939 -0.75553 -2.43154  0.10
18 H -1.56077 -1.45004 -1.50794  0.08
19 H -1.97998 -0.11480 0.24747  0.10
20 H -1.42991 1.27275 2.38454  0.03
21 H -1.31219 -1.40375 0.94156  0.11
22 H 1.89087 0.20455 1.78840  0.03
23 H 2.31209 0.54915 -1.18248  0.09
24 H 1.42217 0.98837 -2.70532  0.07

=====

6.
Computed, not measured: C6H14NO6P in the gas phase at a distorted geometry, with the ωB97M-V functional and the def2-TZVPD basis.

## Properties
E_HOMO: -10.20 eV
SMILES: CC[C@@](O)(C[N+](=O)[O-])P(=O)(OC)OC
HOMO-LUMO gap: 10.71 eV
M: 227.15 g mol⁻¹
ΔE to the lowest compared entry with this formula, charge and spin: 0.000 eV

Each line ends with the Löwdin charge.
Element x y z (Å)
1 P 0.33642 0.81452 0.62026  0.56
2 O 3.25424 0.65885 -0.93269  0.10
3 O 1.13884 -1.28957 1.94137  -0.03
4 O -1.21599 0.76517 1.05548  -0.28
5 O 1.22799 1.64968 1.41998  -0.23
6 O 3.74232 -0.18721 0.93396  0.11
7 O 0.29535 1.17300 -0.96737  -0.28
8 N 3.13452 -0.15291 -0.07666  -0.44
9 C 2.12549 -1.21778 -0.33035  0.01
10 C 0.79555 2.47354 -1.43827  -0.06
11 C -1.91399 1.96938 1.56874  -0.04
12 C -0.27668 -1.98002 0.13621  -0.16
13 C -0.98756 -1.52829 -1.16484  -0.08
14 C 0.84138 -1.00381 0.64911  -0.54
15 H -1.93428 1.87994 2.66853  0.09
16 H -0.14004 -1.35253 -1.66630  0.01
17 H 1.88303 -0.63349 2.24545  0.15
18 H -1.66453 -2.33200 -1.54948  0.10
19 H -1.21462 2.76356 1.14537  0.10
20 H 1.69832 2.80860 -0.76808  0.12
21 H 0.17132 -2.91230 -0.13379  0.10
22 H 2.30660 -2.24961 0.17590  0.18
23 H 0.07745 3.17871 -1.46360  0.03
24 H -1.66225 -0.69652 -1.18979  0.06
25 H -2.92236 1.90986 1.10684  0.09
26 H -0.94038 -2.12998 1.04252  0.14
27 H 1.00383 2.12802 -2.48226  0.11
28 H 1.74131 -1.27740 -1.28789  0.09

=====

7.
Computed, not measured: a gas-phase ion, C6H14NOS (charge +1) at a distorted geometry, with the ωB97M-V functional and the def2-TZVPD basis.

## Properties
E_HOMO: -12.98 eV
Total charge: +1
HOMO-LUMO gap: 9.23 eV
M: 148.25 g mol⁻¹
ΔE to the lowest compared entry with this formula, charge and spin: 3.859 eV

Each line ends with the Löwdin charge.
Element x y z (Å)
1 S 2.44093 -0.22499 -0.39437  1.10
2 O 1.00825 -1.50998 0.24922  -0.37
3 N -1.06335 -0.21974 0.00265  -0.35
4 C -0.17712 -1.19856 0.90669  -0.20
5 C 3.82199 0.28072 0.38271  -0.25
6 C 1.16231 1.10105 -0.20380  -0.31
7 C -1.78507 -1.10928 -0.95302  -0.03
8 C -1.93617 0.67325 0.69915  -0.04
9 C -0.13343 0.57452 -0.90431  -0.19
10 H 4.72151 -0.21422 0.18431  0.00
11 H 3.87563 1.01296 1.27548  0.08
12 H 0.01059 -0.57754 1.82749  0.15
13 H -2.53785 -1.74820 -0.45676  0.11
14 H -1.59671 1.62843 1.14349  0.12
15 H -2.36780 -0.60912 -1.88957  0.17
16 H -0.91025 -2.02680 1.01171  0.14
17 H 0.20905 -0.00365 -1.73592  0.10
18 H 1.26119 2.03749 -0.80377  0.12
19 H -2.25980 0.13588 1.55127  0.10
20 H 0.86822 1.39714 0.80301  0.09
21 H -0.99538 -1.82353 -1.28764  0.12
22 H -0.85371 1.43698 -1.37154  0.19
23 H -2.76304 0.98720 -0.03645  0.14

=====

8.
Computed, not measured: a gas-phase ion, C6H14NS (charge -1) at a distorted geometry, with the ωB97M-V functional and the def2-TZVPD basis.

## Properties
E_HOMO: -2.35 eV
Total charge: -1
SMILES: CCCN[C@H](C)C[S-]
HOMO-LUMO gap: 5.90 eV
M: 132.25 g mol⁻¹
ΔE to the lowest compared entry with this formula, charge and spin: 0.121 eV

Each line ends with the Löwdin charge.
Element x y z (Å)
1 S 1.66516 2.88847 1.54857  0.13
2 N 0.96236 0.63785 -0.48397  -0.07
3 C 0.48517 0.41241 0.85836  -0.52
4 C 0.23897 0.13934 -1.62719  -0.26
5 C -0.03913 -1.34806 -1.55966  -0.26
6 C -1.26193 -1.78271 -0.77704  -0.14
7 C -0.93944 0.92532 1.12827  -0.10
8 C 1.44880 1.10668 1.83256  -0.74
9 H 1.17515 1.61715 -0.56577  0.03
10 H -1.39079 -2.84211 -0.83276  0.05
11 H 0.82317 -1.86616 -1.14422  0.10
12 H -1.68497 0.35181 0.55948  0.04
13 H -0.71973 0.65441 -1.75926  0.11
14 H 2.41785 0.65206 1.72190  0.02
15 H -2.17543 -1.33587 -1.19453  0.08
16 H -0.16793 -1.76215 -2.56778  0.10
17 H 1.10981 0.80140 2.83310  0.04
18 H -0.99871 1.97534 0.95001  0.04
19 H -1.17129 0.69036 2.17465  0.07
20 H -1.24206 -1.53486 0.28639  0.05
21 H 0.90981 0.28597 -2.47649  0.11
22 H 0.55518 -0.66666 1.09537  0.12

=====

9.
Computed, not measured: a molecular structure, C6H14NS at a distorted geometry, with the ωB97M-V functional and the def2-TZVPD basis.

## Properties
E_HOMO: -3.03 eV
Total charge: -1
HOMO-LUMO gap: 4.83 eV
M: 132.25 g mol⁻¹
ΔE to the lowest compared entry with this formula, charge and spin: 8.172 eV

Each line ends with the Löwdin charge.
Element x y z (Å)
1 S 3.08242 0.17148 -0.34667  0.17
2 N -0.75305 0.50793 1.07610  0.03
3 C 0.47611 -1.44330 0.17531  -0.05
4 C -3.65946 -0.29150 -0.92007  -0.21
5 C -1.88303 0.16106 0.53891  -0.35
6 C 0.30640 0.11702 0.16449  -0.53
7 C -2.19915 -0.27569 -0.77704  -0.20
8 C 1.63168 0.50304 0.70152  -0.80
9 H -0.37236 -1.68170 0.90653  -0.03
10 H -0.80864 -1.82173 1.60970  0.24
11 H 1.39756 1.52457 0.93905  0.03
12 H 0.20635 0.64112 -0.74969  0.10
13 H 0.13987 -1.89819 -0.73206  0.07
14 H -3.93061 0.64175 -0.40915  0.05
15 H -4.09494 -0.23158 -1.94545  0.06
16 H 1.35511 -1.92100 0.54664  0.06
17 H -4.21251 -1.13824 -0.40769  0.07
18 H 0.10618 3.28762 -1.35698  0.02
19 H 1.69006 0.00286 1.71177  0.07
20 H 0.74354 3.50635 -0.90435  0.02
21 H -2.75148 0.41937 1.17194  0.10
22 H -1.55071 -0.25431 -1.66493  0.09

=====

10.
Computed, not measured: 2 unconnected molecules or ions with the total composition C6H14NS at a distorted geometry, with the ωB97M-V functional and the def2-TZVPD basis.

## Properties
E_HOMO (alpha / beta): -7.66 / -7.62 eV
2S+1: 2
HOMO-LUMO gap (alpha / beta): 8.57 / 5.43 eV
<S²>: 0.753
M: 132.25 g mol⁻¹
ΔE to the lowest compared entry with this formula, charge and spin: 0.235 eV

Each line ends with the Löwdin charge.
Element x y z (Å)
1 S 2.39180 0.77123 -0.68979  0.70
2 N -0.22013 1.87655 0.74676  0.02
3 C -1.98091 -0.29627 3.32530  -0.14
4 C 1.95267 -0.92119 -1.08067  -0.62
5 C 0.24612 -0.28339 -2.81777  -0.14
6 C -0.58634 0.92073 1.68315  -0.26
7 C -1.83151 0.57616 2.08843  -0.19
8 C 1.53808 -1.08016 -2.54656  -0.35
9 H 1.10158 -1.24888 -0.46421  0.07
10 H 2.33854 -0.68146 -3.16122  0.09
11 H 0.67918 1.80910 0.26928  -0.06
12 H -2.84741 0.10670 3.90554  0.07
13 H -2.22914 -1.35038 3.09148  0.06
14 H -2.68452 1.04577 1.58924  0.09
15 H -1.04433 -0.25515 3.92111  0.07
16 H 0.11303 -0.13326 -3.91526  0.08
17 H -0.70936 -0.77556 -2.49653  0.08
18 H 0.20024 0.68658 -2.29215  0.04
19 H 0.25308 0.41163 2.16985  0.11
20 H -0.93341 2.49797 0.38521  0.09
21 H 1.41421 -2.09627 -2.86263  0.09
22 H 2.83850 -1.58044 -0.84852  0.09